Formula: C13H37N4NaO7
Source: the Open Molecules 2025 dataset
Level of theory: ωB97M-V with the def2-TZVPD basis set

```
62
Properties=species:S:1:pos:R:3
Na -0.502 0.355 0.389
N -0.392 1.612 5.001
O -0.942 1.482 3.943
O -1.017 2.027 5.956
O 0.792 1.403 5.086
C 2.768 4.891 0.572
C 1.595 4.032 0.241
C 1.253 4.078 -1.258
O 0.028 3.286 -1.425
C -0.443 3.323 -2.759
N 1.953 2.661 0.632
H 2.573 5.896 0.200
H 3.630 4.479 0.047
H 2.892 4.884 1.655
H 0.693 4.326 0.777
H 2.086 3.692 -1.845
H 1.076 5.115 -1.544
H 0.359 3.169 -3.482
H -0.957 4.281 -2.843
H -1.251 2.607 -2.903
H 1.920 2.526 1.633
H 2.949 2.648 0.466
C 3.748 -3.343 2.238
C 2.620 -2.993 1.299
C 2.072 -4.109 0.453
O 2.999 -4.907 -0.213
C 3.428 -4.319 -1.383
N 1.594 -2.295 2.016
H 3.547 -4.062 3.032
H 4.014 -2.474 2.840
H 4.622 -3.678 1.679
H 3.033 -2.250 0.617
H 1.196 -3.797 -0.117
H 1.629 -4.747 1.218
H 2.600 -3.780 -1.844
H 3.691 -5.100 -2.096
H 4.361 -3.760 -1.310
H 1.158 -3.022 2.565
H 1.924 -1.634 2.705
C -4.570 -2.980 -1.228
C -3.109 -2.341 -1.147
C -2.411 -2.251 -2.578
O -1.103 -1.669 -2.388
C -0.370 -1.560 -3.626
N -3.347 -1.012 -0.640
H -4.570 -4.059 -1.385
H -5.125 -2.495 -2.031
H -5.094 -2.800 -0.289
H -2.471 -2.906 -0.467
H -3.097 -1.780 -3.282
H -2.330 -3.272 -2.951
H -0.286 -2.524 -4.129
H 0.583 -1.070 -3.428
H -0.999 -0.899 -4.222
H -3.799 -0.988 0.263
H -3.982 -0.556 -1.278
C -3.812 3.967 1.840
O -4.623 3.229 2.738
H -4.416 4.761 1.399
H -2.920 4.512 2.150
H -3.441 3.307 1.056
H -4.008 2.882 3.388
```

The HOMO energy comes out at -6.7615 eV. The value obtained for the LUMO energy is -0.49 eV. The calculation puts the frontier orbital gap at 6.276 eV. The total energy is -38783.593 eV. As for the net charge: 0. The molar mass is 384.45 g mol⁻¹. The calculation puts the relative energy (zero: lowest compared OMol25 entry of this formula, charge and spin) at 63.44 kJ/mol.